Molecular formula: C4H9NO
Method: DFT, ωB97M-V/def2-TZVPD

XYZ file:
```
15
Properties=species:S:1:pos:R:3:mulliken_charge:R:1
C -1.8636 -0.5353 -1.1515 -0.540
O -0.8761 -0.4031 -0.2843 -0.242
C -0.2207 0.7036 -0.0822 -0.572
C 0.9583 0.6469 0.8026 0.175
C 1.1100 -0.4304 1.8183 -0.434
N 1.9697 -0.4018 0.6428 -0.615
H -2.2847 -1.5311 -1.1678 0.214
H -0.5599 0.1802 -2.4139 0.005
H -2.4768 0.3395 -1.3445 0.311
H -0.7255 1.6406 -0.2997 0.496
H 0.0239 0.6322 -2.1208 0.084
H 1.3744 1.6285 1.0157 0.360
H 0.3184 -1.1754 1.8720 0.207
H 1.6082 -0.2195 2.7616 0.249
H 1.6444 -1.0749 -0.0482 0.303
```

Its energy above the lowest of the compared OMol25 structures with the same formula, charge and spin is 608.5 kJ/mol. For the HOMO-LUMO gap (spin up / spin down), the calculation gives 8.072 / 7.924 eV. As for the LUMO energy (spin up / spin down): 0.527 / 0.510 eV.

Molecular formula: C52H120BN8O24
Method: DFT, ωB97M-V/def2-TZVPD

XYZ file:
```
205
Properties=species:S:1:pos:R:3:mulliken_charge:R:1
O 12.7253 -21.8411 -17.9979 -0.796
C 11.7547 -21.2300 -17.5258 0.125
O 11.7739 -20.0240 -17.1489 -0.314
B 10.4876 -19.5251 -16.6466 0.280
O 9.5885 -20.6446 -16.9374 0.583
C 10.2710 -21.6531 -17.5214 0.621
O 9.7718 -22.6631 -18.0230 -0.680
O 10.1202 -18.1626 -17.1658 -0.844
C 9.9463 -17.3734 -16.1000 -0.142
O 9.5618 -16.2399 -16.0238 -0.606
C 10.4477 -18.1000 -14.8751 0.329
O 10.5956 -19.3589 -15.1923 0.824
O 10.5028 -17.6338 -13.7034 -0.645
C 15.5630 -17.3039 -19.6429 -0.730
O 14.6523 -16.8343 -18.7225 -0.338
C 14.3882 -17.6845 -17.6427 -0.649
C 13.3416 -17.1000 -16.5968 0.835
N 13.8779 -15.8438 -15.9240 -0.423
C 12.9012 -15.2142 -15.0213 0.658
C 13.3434 -13.8864 -14.3190 -0.572
O 13.0620 -12.8069 -15.1525 -0.310
C 13.1756 -11.5971 -14.4115 -0.909
H 15.1670 -18.2247 -20.0710 0.279
H 16.5777 -17.4788 -19.2852 0.297
H 15.6738 -16.5443 -20.4167 0.247
H 15.3413 -17.7998 -17.1264 0.437
H 13.9420 -18.5990 -18.0336 0.139
H 13.0134 -17.8929 -15.9248 -0.334
H 12.4324 -16.8244 -17.1312 -0.024
H 14.1880 -15.1628 -16.6024 0.358
H 12.6738 -15.9317 -14.2328 -0.417
H 11.9527 -14.9709 -15.5002 -0.071
H 14.3933 -13.9324 -14.0297 0.408
H 12.7280 -13.7815 -13.4254 0.239
H 12.4225 -11.3710 -13.6567 0.321
H 13.1195 -10.7639 -15.1122 0.341
H 14.1315 -11.3853 -13.9324 0.358
C 9.0534 -13.0742 -16.3182 -0.878
O 8.2572 -11.8910 -16.4976 -0.346
C 6.8949 -12.1745 -16.8215 -0.455
C 6.0392 -11.0216 -16.4162 -0.483
N 6.3778 -10.5240 -15.0794 -0.352
C 5.5273 -9.3707 -14.6430 -0.772
C 6.0981 -7.9931 -15.1845 -0.588
O 5.7052 -7.7473 -16.5810 -0.329
C 6.4942 -6.7007 -17.1363 -0.745
H 10.0851 -12.8641 -16.6004 0.377
H 8.8565 -13.8458 -17.0623 0.285
H 9.0240 -13.6350 -15.3840 0.353
H 6.4308 -13.0840 -16.4398 0.340
H 6.8637 -12.3626 -17.8947 0.396
H 5.0332 -11.3529 -16.1588 0.263
H 6.0624 -10.1790 -17.1074 0.218
H 7.3792 -10.4173 -15.0025 0.245
H 5.7653 -9.2567 -13.5854 0.417
H 4.4645 -9.4218 -14.8798 0.369
H 7.1791 -7.9589 -15.0489 0.386
H 5.6611 -7.2425 -14.5259 0.436
H 6.0924 -6.5047 -18.1304 0.242
H 7.5254 -7.0351 -17.2498 0.312
H 6.5796 -5.8446 -16.4671 0.316
C 7.7725 -22.0397 -7.8085 -1.012
O 8.0045 -22.1870 -9.1439 -0.117
C 7.8561 -23.5224 -9.6333 -0.730
C 7.6318 -23.4967 -11.1772 -0.692
N 8.8344 -23.3383 -12.0646 0.418
C 8.3802 -23.0426 -13.4737 -0.911
C 9.3729 -23.6470 -14.4693 1.356
O 9.1337 -25.0736 -14.7227 -0.483
C 9.3748 -26.0570 -13.6999 -0.361
H 7.8777 -20.9587 -7.7160 0.251
H 8.4504 -22.6499 -7.2117 0.331
H 6.7189 -22.2536 -7.6292 0.420
H 7.0490 -24.0763 -9.1539 0.566
H 8.6969 -24.1980 -9.4760 0.290
H 6.8604 -22.7691 -11.4295 0.320
H 7.3681 -24.5272 -11.4151 0.348
H 9.4259 -22.6025 -11.7055 0.053
H 8.4260 -21.9579 -13.5710 0.296
H 7.3473 -23.3243 -13.6787 0.728
H 10.4170 -23.4908 -14.1980 -0.490
H 9.1953 -23.1490 -15.4224 -0.725
H 8.8831 -25.7827 -12.7666 0.009
H 10.4167 -26.2087 -13.4178 0.145
H 8.9253 -27.0152 -13.9606 0.309
C 6.7124 -22.1719 -16.7967 -0.582
O 6.8611 -22.2358 -18.1866 -0.444
C 6.8548 -20.9263 -18.7876 0.607
C 6.6547 -21.0448 -20.2931 -0.624
N 7.7436 -21.5940 -21.0903 -0.324
C 8.9746 -20.7330 -20.9395 0.227
C 10.2331 -21.3572 -21.5565 -0.968
O 10.3409 -22.6201 -20.8403 -0.228
C 11.7217 -23.0462 -20.9735 -0.833
H 7.0596 -23.0936 -16.3296 0.256
H 5.6719 -21.9280 -16.5823 0.473
H 7.2524 -21.3284 -16.3667 0.054
H 7.7654 -20.3896 -18.5212 -0.586
H 5.9251 -20.4902 -18.4222 0.602
H 6.5173 -20.0449 -20.7048 -0.199
H 5.7176 -21.5816 -20.4406 0.462
H 7.5100 -21.4628 -22.0641 0.377
H 9.3633 -20.4686 -19.9561 -0.161
H 8.8677 -19.7534 -21.4053 0.249
H 11.0751 -20.6772 -21.4277 0.391
H 10.0670 -21.5050 -22.6236 0.443
H 11.9720 -23.0115 -22.0338 0.373
H 11.9778 -24.0325 -20.5865 0.290
H 12.4516 -22.3885 -20.5016 0.233
C 13.2529 -20.9581 -14.0734 0.629
O 12.9981 -22.2756 -14.6372 0.289
C 13.7248 -23.3359 -14.0499 0.112
C 13.2029 -24.7020 -14.6838 -0.328
N 13.3692 -24.7067 -16.0714 -0.113
C 14.6744 -25.1374 -16.5341 -0.585
C 15.0107 -26.6193 -16.2663 -0.510
O 16.1911 -26.8417 -17.0913 -0.317
C 16.8473 -28.0783 -16.8528 -0.712
H 14.2970 -20.7105 -14.2646 0.378
H 13.1193 -20.8415 -12.9979 -0.482
H 12.5131 -20.3049 -14.5360 -0.536
H 13.4377 -23.4147 -13.0013 -0.234
H 14.7899 -23.1078 -14.0117 0.397
H 12.1399 -24.8064 -14.4666 -0.525
H 13.4663 -25.6756 -14.2705 0.446
H 13.1817 -23.7756 -16.4149 0.059
H 15.4427 -24.4686 -16.1460 0.184
H 14.7826 -24.9105 -17.5947 0.476
H 14.1867 -27.2300 -16.6353 0.310
H 15.2790 -26.8117 -15.2275 0.379
H 16.1982 -28.9477 -16.9577 0.269
H 17.1748 -27.9747 -15.8183 0.294
H 17.7375 -28.3054 -17.4393 0.267
C 10.1482 -20.1122 -11.7214 -0.542
O 10.4610 -21.2055 -10.7910 -0.345
C 11.0937 -20.8013 -9.6034 -0.451
C 11.5605 -21.9955 -8.8634 -0.834
N 12.8349 -22.5411 -9.3674 -0.303
C 13.9615 -21.6153 -9.2476 -0.005
C 15.3899 -22.1775 -9.6124 -0.907
O 15.5792 -22.4200 -11.0145 -0.316
C 15.7422 -21.1441 -11.7312 -0.495
H 11.0360 -19.7977 -12.2702 -0.052
H 9.6296 -19.2566 -11.2888 0.508
H 9.4081 -20.4230 -12.4588 -0.014
H 10.4114 -20.1781 -9.0253 0.433
H 11.8529 -20.0201 -9.6414 0.206
H 10.7696 -22.7256 -9.0350 0.179
H 11.6888 -21.7318 -7.8136 0.415
H 12.6746 -22.7028 -10.3514 0.231
H 13.9015 -21.2904 -8.2088 0.497
H 13.8471 -20.7033 -9.8336 -0.057
H 15.2944 -23.1968 -9.2382 0.345
H 16.2227 -21.6869 -9.1086 0.403
H 14.8136 -20.5846 -11.8441 0.001
H 16.1028 -21.3305 -12.7427 0.284
H 16.4226 -20.4741 -11.2057 0.421
C 13.4854 -9.7047 -6.7669 -0.732
O 13.3660 -10.1781 -8.0676 -0.349
C 12.6797 -11.4163 -8.2280 -0.481
C 12.8832 -11.9687 -9.6373 -0.681
N 11.9102 -12.8824 -10.1835 -0.183
C 11.9169 -14.2142 -9.6092 -0.745
C 13.2215 -15.0671 -9.6387 -0.485
O 13.5747 -15.5703 -10.9261 -0.390
C 12.6610 -16.5719 -11.2827 -0.473
H 12.5423 -9.8131 -6.2312 0.300
H 13.9225 -8.7084 -6.8327 0.260
H 14.2862 -10.2306 -6.2470 0.295
H 11.6404 -11.2350 -7.9538 0.317
H 12.9136 -12.1081 -7.4188 0.380
H 13.8958 -12.3546 -9.7553 0.249
H 12.8539 -11.0428 -10.2116 0.329
H 10.9887 -12.5046 -10.0154 0.275
H 11.1502 -14.7283 -10.1889 0.353
H 11.5356 -14.0918 -8.5955 0.414
H 13.1508 -15.8821 -8.9185 0.303
H 14.0658 -14.4898 -9.2619 0.444
H 12.8997 -16.9696 -12.2691 -0.090
H 11.6052 -16.3034 -11.3164 0.379
H 12.6536 -17.4210 -10.5992 0.323
C -0.1662 -16.8682 -20.0733 -0.681
O 1.2248 -17.0685 -20.3859 -0.319
C 1.7588 -16.2410 -21.4302 -0.657
C 3.0069 -16.7678 -22.0514 -0.496
N 3.9977 -16.8640 -20.9363 0.041
C 5.2947 -17.3661 -21.3931 -0.723
C 6.3215 -17.2081 -20.2400 -0.521
O 5.9182 -17.8202 -19.0703 -0.395
C 6.8619 -17.4725 -17.9915 -0.933
H -0.5530 -17.5570 -19.3223 0.234
H -0.6315 -17.0315 -21.0454 0.300
H -0.3363 -15.8447 -19.7391 0.295
H 1.8657 -15.2249 -21.0504 0.388
H 1.0948 -16.1488 -22.2896 0.476
H 3.4122 -16.0345 -22.7487 0.351
H 2.9374 -17.7607 -22.4958 0.356
H 3.7049 -17.1267 -20.0061 0.372
H 5.6629 -16.7797 -22.2350 0.322
H 5.1816 -18.4329 -21.5861 0.408
H 6.5120 -16.1375 -20.1653 0.682
H 7.2810 -17.6074 -20.5686 0.335
H 6.6504 -18.0388 -17.0845 0.349
H 6.7576 -16.4633 -17.5929 0.432
H 7.8832 -17.5293 -18.3681 0.330
```

As for the expectation value of S²: 0.76. For the HOMO-LUMO gap (spin up / spin down), the calculation gives 6.438 / 1.535 eV. The spin multiplicity is 2. As for the LUMO energy (spin up / spin down): -0.888 / -5.791 eV.

Molecular formula: C20H27N5O3S2
Method: DFT, ωB97M-V/def2-TZVPD

XYZ file:
```
57
Properties=species:S:1:pos:R:3:mulliken_charge:R:1
C -1.1168 2.3331 -3.0606 -1.245
C -0.1296 2.8731 -2.0334 0.217
C -0.8185 3.6094 -0.8854 -0.996
C -1.5276 2.6618 0.0794 0.116
C -2.3841 3.4106 1.0552 0.088
O -2.6038 4.5960 1.0349 -0.639
N -2.9804 2.6546 2.0608 -0.046
C -2.8696 1.3309 2.3422 0.314
N -2.2385 0.4433 1.6557 -0.393
N -2.2771 -0.7770 2.1804 -0.168
C -2.9347 -0.8543 3.2863 0.408
S -3.0776 -2.2946 4.2217 -0.135
C -1.7827 -3.2370 3.3593 -0.638
C -0.4945 -2.4079 3.3972 0.764
O -0.2856 -1.6430 4.3183 -0.651
N 0.3875 -2.5947 2.3974 0.149
C 0.2227 -3.4044 1.2146 -1.414
C -0.1240 -2.5093 0.0159 -0.582
N 0.9569 -1.5649 -0.1581 0.353
C 1.1942 -1.0232 -1.4201 0.076
C 0.2567 -1.0959 -2.4460 0.073
C 0.5408 -0.6453 -3.7243 -1.263
C 1.7685 -0.0810 -3.9964 -0.757
C 2.7183 0.0174 -2.9897 -0.430
C 2.4568 -0.4582 -1.7165 0.733
O 3.3745 -0.4360 -0.6949 -0.369
C 4.6659 0.0502 -0.9594 -1.054
C 1.1214 -0.7376 1.0215 0.273
C 1.4546 -1.6257 2.2221 -1.517
S -3.6340 0.6711 3.8039 -0.254
H -1.7488 3.1343 -3.4379 0.430
H -1.7521 1.5647 -2.6280 0.248
H -0.5810 1.8907 -3.8960 0.304
H 0.5495 3.5667 -2.5334 0.396
H 0.4694 2.0488 -1.6398 -0.237
H -0.0821 4.1882 -0.3249 0.338
H -1.5464 4.3159 -1.2881 0.425
H -0.8057 2.0554 0.6289 -0.018
H -2.1719 1.9653 -0.4605 0.438
H -3.5417 3.2014 2.7040 0.248
H -1.6640 -4.1667 3.9152 0.361
H -2.1433 -3.4300 2.3530 0.352
H -0.5314 -4.1754 1.3591 0.501
H 1.1822 -3.8953 1.0178 0.365
H -0.2109 -3.1314 -0.8759 0.690
H -1.0822 -2.0043 0.2147 0.242
H -0.7208 -1.5042 -2.2443 0.467
H -0.2069 -0.7306 -4.4984 0.421
H 2.0023 0.2828 -4.9852 0.399
H 3.6770 0.4530 -3.2219 0.422
H 5.1627 -0.5284 -1.7449 0.380
H 4.6518 1.1085 -1.2413 0.401
H 5.2173 -0.0636 -0.0268 0.246
H 1.9254 -0.0245 0.8593 0.780
H 0.1880 -0.1943 1.2356 -0.415
H 1.5309 -1.0317 3.1327 0.453
H 2.3933 -2.1567 2.0448 0.351
```

Its energy above the lowest of the compared OMol25 structures with the same formula, charge and spin is 226.3 kJ/mol. As for the SMILES: CCCCC(=O)Nc1nnc(SCC(=O)N2CCN(c3ccccc3OC)CC2)s1. For the HOMO-LUMO gap, the calculation gives 8.168 eV. As for the LUMO energy: 0.474 eV.

Molecular formula: C26H54N2O12
Method: DFT, ωB97M-V/def2-TZVPD

XYZ file:
```
94
Properties=species:S:1:pos:R:3:mulliken_charge:R:1
C 15.5023 -21.3627 -10.0776 -0.810
C 14.3535 -20.3847 -9.8651 -0.237
O 13.2932 -21.0439 -9.1448 -0.346
C 12.2334 -21.5847 -9.7887 0.730
C 11.1984 -22.0444 -8.7699 -1.001
O 12.0834 -21.6257 -11.0045 -0.579
H 15.3158 -22.2566 -10.6728 0.450
H 15.9353 -21.7042 -9.1373 0.270
H 16.3001 -20.9957 -10.7232 0.096
H 14.8160 -19.6122 -9.2507 0.138
H 13.9901 -19.9601 -10.8009 0.392
H 10.6422 -22.9263 -9.0878 0.335
H 10.3845 -21.3200 -8.7983 0.278
H 11.4664 -22.1289 -7.7167 0.300
C 19.8096 -17.1146 -13.4940 -0.557
C 19.9715 -18.5986 -13.9016 -0.665
O 20.1935 -19.4822 -12.7925 -0.139
C 19.1440 -19.8385 -12.0298 0.361
C 19.6290 -20.6643 -10.8602 -0.334
O 17.9677 -19.6074 -12.2624 -0.671
H 20.7437 -16.7788 -13.0437 -0.017
H 19.0612 -17.0786 -12.7024 0.403
H 19.5870 -16.4412 -14.3217 0.177
H 19.0865 -18.8992 -14.4624 0.520
H 20.8223 -18.7395 -14.5682 0.309
H 20.0591 -21.5604 -11.3074 0.119
H 18.8019 -20.9629 -10.2160 0.127
H 20.3896 -20.1079 -10.3124 0.309
C 17.4105 -27.5193 -7.0994 -1.117
C 18.6228 -26.7798 -7.6466 -0.178
O 18.5045 -25.4552 -7.9738 -0.245
C 19.5662 -24.7779 -8.5620 0.237
C 19.1708 -23.4142 -9.0623 -0.357
O 20.7533 -25.1674 -8.6970 -0.615
H 16.7680 -26.9552 -6.4234 0.319
H 17.6455 -28.3659 -6.4543 0.335
H 16.8542 -27.8481 -7.9772 0.267
H 19.4766 -26.9863 -7.0011 0.299
H 18.8969 -27.2512 -8.5904 0.303
H 19.9282 -22.6672 -8.8247 0.244
H 18.2747 -23.0913 -8.5324 0.296
H 19.1307 -23.4744 -10.1499 0.237
C 17.6551 -17.8713 -8.2384 -1.176
C 18.8012 -17.0473 -8.5942 -0.124
O 18.5423 -15.9611 -9.5457 -0.245
C 17.7207 -14.9047 -9.2527 0.548
C 17.3913 -13.9398 -10.4173 -0.834
O 17.1366 -14.7157 -8.1621 -0.593
H 17.0491 -18.2906 -9.0415 0.201
H 16.9812 -17.3297 -7.5746 0.428
H 18.0016 -18.6855 -7.6019 0.429
H 19.4049 -16.7956 -7.7223 0.285
H 19.5205 -17.6952 -9.0953 0.175
H 16.7670 -13.1390 -10.0208 0.367
H 16.7381 -14.5023 -11.0844 0.160
H 18.2680 -13.5060 -10.8982 0.350
C 23.4438 -17.9807 -12.1451 -0.680
C 23.7392 -16.5098 -12.4745 -0.635
O 23.1329 -16.2694 -13.7184 -0.169
C 23.0864 -15.1270 -14.3768 0.630
C 22.3033 -15.3371 -15.6674 -0.685
O 23.4824 -14.0620 -13.9495 -0.610
H 23.8786 -18.3002 -11.1980 0.360
H 23.8648 -18.5250 -12.9904 0.279
H 22.3876 -18.2405 -12.2152 0.041
H 23.2955 -15.9584 -11.6456 0.318
H 24.8230 -16.4031 -12.5215 0.454
H 22.8061 -14.9702 -16.5622 0.365
H 21.3362 -14.8670 -15.4894 0.100
H 22.1393 -16.4067 -15.7981 0.206
C 15.9624 -11.9574 -15.1494 -0.916
N 16.9013 -13.0343 -15.2695 0.175
C 16.6099 -14.1212 -14.3292 -0.752
C 17.8720 -13.1306 -16.2299 0.051
O 18.7090 -14.0150 -16.2651 -0.557
H 16.2495 -11.0267 -15.6388 0.338
H 15.7571 -11.6501 -14.1240 0.280
H 15.0026 -12.1364 -15.6340 0.337
H 16.7938 -13.6852 -13.3473 0.323
H 15.6197 -14.5289 -14.5324 0.302
H 17.3261 -14.9311 -14.4671 0.106
H 17.8403 -12.4114 -17.0629 0.326
C 23.1033 -21.9043 -10.7328 -0.526
N 22.9080 -22.4383 -12.1016 0.127
C 22.6646 -23.8476 -12.2200 -0.888
C 23.0418 -21.6376 -13.1865 0.626
O 22.8703 -22.0370 -14.3422 -0.658
H 24.0070 -22.4375 -10.4376 0.417
H 22.1960 -22.1561 -10.1839 0.102
H 23.3386 -20.8401 -10.7138 0.028
H 22.6009 -24.1947 -13.2513 0.322
H 23.5442 -24.4267 -11.9388 0.341
H 21.7846 -24.1099 -11.6327 0.230
H 23.1427 -20.5584 -12.9931 -0.062
```

Its energy above the lowest of the compared OMol25 structures with the same formula, charge and spin is 0.0 kJ/mol. As for the SMILES: CCOC(C)=O.CCOC(C)=O.CCOC(C)=O.CCOC(C)=O.CCOC(C)=O.CN(C)C=O.CN(C)C=O. For the HOMO-LUMO gap, the calculation gives 9.572 eV. As for the LUMO energy: 0.291 eV.